No. 1
ORCA calculation (ωB97M-V/def2-TZVPD) on an isolated molecule of C19H18N4O5S.

Output
frontier orbital gap	7.73	eV
E_LUMO	-0.398	eV
SMILES	CCOC(=O)C[C@@H]1C(=O)NCCN1C(=O)c1cc2c(=O)n3ccccc3nc2s1
total charge	0
multiplicity	1
total energy	-1728.330650	a.u.

Last column: Löwdin charge in e.
Geometry (Å):
S -0.85 2.75 0.95  1.16
O -2.63 -1.69 -0.40  0.07
O 3.11 1.24 -3.05  0.07
O 1.51 -2.37 0.04  -0.02
O 1.85 2.31 2.16  0.05
O 3.37 -1.95 1.22  0.12
N 4.31 2.10 -1.36  0.09
N 2.64 1.01 0.49  0.00
N -4.11 0.06 -0.26  0.11
N -3.44 2.24 0.37  0.10
C 3.33 1.33 -1.86  -0.45
C 4.00 1.29 0.91  -0.11
C -1.81 0.46 0.20  -0.14
C -6.40 -0.36 -0.75  -0.05
C -2.19 1.78 0.47  -0.52
C 1.00 -3.20 1.09  -0.21
C -2.79 -0.51 -0.17  -0.34
C 1.63 1.61 1.18  -0.47
C -0.24 -3.91 0.58  -0.05
C -6.70 1.00 -0.48  -0.05
C -5.71 1.85 -0.11  0.01
C 4.56 2.40 0.03  -0.13
C -5.12 -0.78 -0.63  -0.02
C -4.36 1.39 0.01  -0.25
C 2.54 0.48 -0.84  -0.17
C -0.42 0.25 0.36  -0.03
C 0.24 1.38 0.75  -0.40
C 3.10 -0.96 -0.96  -0.01
C 2.70 -1.81 0.23  -0.50
H -7.72 1.35 -0.57  0.11
H 3.97 1.61 1.95  0.13
H -5.87 2.89 0.11  0.12
H 0.04 -0.71 0.21  0.11
H 4.08 3.35 0.30  0.13
H -0.65 -4.53 1.37  0.08
H 5.64 2.50 0.19  0.12
H 1.78 -3.90 1.40  0.13
H 2.72 -1.40 -1.88  0.14
H 1.50 0.48 -1.16  0.15
H 4.58 0.37 0.83  0.12
H -7.17 -1.04 -1.04  0.11
H 4.80 2.67 -2.05  0.15
H -0.99 -3.20 0.26  0.05
H 0.76 -2.56 1.96  0.13
H -4.80 -1.80 -0.81  0.13
H 4.19 -0.94 -1.00  0.13
H 0.02 -4.54 -0.26  0.08

***

No. 2
ORCA calculation (ωB97M-V/def2-TZVPD) on an isolated molecule of C5H7N.

Output
frontier orbital gap	10.33	eV
E_LUMO	1.115	eV
SMILES	C#C[C@@H]1N[C@@H]1C
total charge	0
multiplicity	1
total energy	-249.368210	a.u.

Last column: Löwdin charge in e.
Geometry (Å):
N -0.73 -1.23 -0.76  0.06
C 0.62 -0.77 -0.46  -0.33
C -0.98 1.24 -0.28  -0.10
C -0.38 0.17 -1.04  -0.30
C -1.51 2.18 0.25  0.12
C 1.18 -0.66 0.93  -0.06
H -1.99 3.02 0.71  0.02
H 1.96 0.11 0.97  0.08
H -0.30 0.39 -2.10  0.14
H 1.65 -1.62 1.22  0.08
H -1.30 -1.26 0.08  0.10
H 0.42 -0.42 1.68  0.08
H 1.35 -1.15 -1.19  0.13